Entry 1:
DFT (the ωB97M-V functional and the def2-TZVPD basis) results for a 5-piece molecular cluster, H10O5 overall at a distorted geometry.

```
15
Properties=species:S:1:pos:R:3:mulliken_charge:R:1
O -1.316 0.286 1.342 -0.73
H -1.777 -0.333 0.551 0.39
H -2.142 0.561 2.010 0.31
O -1.141 -0.324 -1.253 -0.74
H -0.527 0.417 -1.277 0.38
H -2.034 -0.125 -1.868 0.32
O 0.276 1.838 -0.389 -0.74
H -0.238 1.709 0.416 0.36
H 1.087 1.414 -0.122 0.42
O 2.128 0.054 0.116 -0.82
H 1.401 -0.715 -0.139 0.46
H 2.827 -0.379 0.868 0.31
O 0.293 -1.797 0.105 -0.78
H -0.370 -1.626 -0.717 0.48
H -0.151 -1.375 0.916 0.40
```

For the lowest unoccupied orbital energy, the calculation gives 0.1 eV. The SMILES is O.O.O.O.O. The charge is 0. Its HOMO energy is -0.38558 Eh. As for the electronic energy: -10398.27220 eV. As for the HOMO-LUMO gap: 10.58 eV.

Entry 2:
DFT (the ωB97M-V functional and the def2-TZVPD basis) results for a 5-piece molecular cluster, H10O5 overall.

```
15
Properties=species:S:1:pos:R:3:mulliken_charge:R:1
O -1.578 3.253 5.314 -0.64
H -1.468 2.434 4.830 0.32
H -2.209 3.042 6.003 0.32
O -0.466 0.512 0.455 -0.64
H -0.055 1.318 0.145 0.32
H -1.038 0.243 -0.264 0.32
O 2.086 1.180 -3.655 -0.64
H 1.423 0.512 -3.482 0.32
H 1.938 1.437 -4.565 0.32
O -1.537 -2.115 -4.105 -0.63
H -2.015 -2.903 -3.846 0.32
H -1.711 -2.026 -5.042 0.32
O 2.293 -2.663 2.635 -0.64
H 2.908 -1.951 2.810 0.32
H 1.429 -2.272 2.765 0.32
```

For the lowest unoccupied orbital energy, the calculation gives 0.5 eV. The SMILES is O.O.O.O.O. The charge is 0. Its HOMO energy is -0.41796 Eh. As for the electronic energy: -10399.41830 eV. As for the HOMO-LUMO gap: 11.84 eV.

> Among the records above, which one has the lowest electronic energy?

number 2